(one)
C5H11N | ωB97M-V/def2-TZVPD

Positions of all 17 atoms, in Å:
C -2.59 0.05 -0.07
N -1.29 -0.30 -0.62
C -0.31 0.76 -0.42
C 1.10 0.26 -0.79
C 1.63 -0.77 0.17
C 2.33 -0.48 1.30
H -2.59 0.09 1.03
H -2.86 1.05 -0.42
H -3.36 -0.65 -0.39
H -0.91 -1.12 -0.15
H -0.58 1.61 -1.06
H -0.26 1.03 0.64
H 1.01 -0.18 -1.78
H 1.78 1.12 -0.80
H 1.71 -1.76 -0.25
H 2.42 0.54 1.68
H 2.77 -1.24 1.92

Output
* expectation value of S²: 0.752
* charge: -1
* orbital gap (alpha / beta): 2.828 / 8.347 eV
* spin multiplicity: 2
* highest occupied orbital energy (alpha / beta): 1.3 / -4.4 eV



(two)
C5H11N | ωB97M-V/def2-TZVPD

Positions of all 17 atoms, in Å:
C -1.50 -0.80 1.00
N -0.98 0.81 -1.33
C 0.08 0.48 -0.47
C -0.11 -0.35 0.57
C 1.10 -1.00 1.20
C 1.43 0.92 -0.99
H -2.19 0.04 0.91
H -1.71 -1.63 0.32
H -1.42 -1.17 2.02
H -1.86 0.44 -1.03
H -0.92 1.73 -1.73
H 0.79 -1.97 1.60
H 1.87 -1.22 0.45
H 1.49 -0.50 2.09
H 1.35 1.62 -1.81
H 1.97 0.02 -1.29
H 1.98 1.31 -0.13

Output
* expectation value of S²: 0.750
* charge: -1
* orbital gap (alpha / beta): 2.720 / 7.902 eV
* spin multiplicity: 2
* highest occupied orbital energy (alpha / beta): 1.4 / -3.7 eV



Stability check: which of them is least stable? (one).



(one)
C5H11N | ωB97M-V/def2-TZVPD

Positions of all 17 atoms, in Å:
C -2.27 -0.43 3.77
C -1.73 -1.29 2.64
C -2.67 -1.68 1.75
H -2.15 0.66 3.67
H -1.49 -0.69 4.63
H -3.26 -0.91 3.92
H -0.70 -1.63 2.59
H -2.43 -2.01 0.70
H -3.62 -2.07 2.12
C 3.21 1.67 -2.81
C 1.38 0.34 -2.96
N 1.83 1.41 -2.41
H 3.51 2.44 -3.48
H 3.72 1.99 -1.86
H 3.72 0.65 -3.19
H 0.57 -0.17 -2.62
H 1.72 0.13 -4.02

Output
* expectation value of S²: 0.752
* charge: -1
* orbital gap (alpha / beta): 2.144 / 6.415 eV
* spin multiplicity: 2
* highest occupied orbital energy (alpha / beta): 1.0 / -3.3 eV



(two)
C5H11N | ωB97M-V/def2-TZVPD

Positions of all 17 atoms, in Å:
C -0.70 -1.00 -1.29
C -0.68 -0.79 0.22
C 0.16 0.42 0.60
C 1.51 0.51 0.01
C 2.11 1.77 -0.21
N -2.01 -0.83 0.77
H -1.53 -1.63 -1.65
H 0.27 -1.36 -1.62
H -0.81 -0.01 -1.75
H -0.13 -1.65 0.64
H -0.44 1.31 0.36
H 0.17 0.44 1.71
H 2.03 -0.44 -0.13
H 3.11 1.88 -0.58
H 1.50 2.62 0.09
H -2.56 -0.08 0.34
H -1.93 -0.59 1.75

Output
* expectation value of S²: 0.752
* charge: -1
* orbital gap (alpha / beta): 3.105 / 8.627 eV
* spin multiplicity: 2
* highest occupied orbital energy (alpha / beta): 1.4 / -4.5 eV



Stability check: which of them is least stable? (one).



(one)
C22H24N4O4S | ωB97M-V/def2-TZVPD

Positions of all 55 atoms, in Å:
C 3.16 -2.56 3.13
C 2.69 -1.92 1.86
C 1.41 -1.41 1.76
C 0.96 -0.80 0.60
C 1.81 -0.71 -0.49
C 3.10 -1.22 -0.40
C 3.55 -1.83 0.76
C 4.95 -2.37 0.83
H 5.46 -2.23 -0.12
H 4.93 -3.44 1.06
H 5.51 -1.87 1.61
H 3.76 -1.15 -1.26
N 1.41 -0.04 -1.68
C 0.52 -0.51 -2.58
O 0.20 0.12 -3.57
C -0.06 -1.90 -2.32
H 0.46 -2.61 -2.96
C -1.54 -1.86 -2.70
C -2.24 -0.77 -1.92
O -1.69 -0.05 -1.11
N -3.57 -0.64 -2.18
C -4.34 0.31 -1.56
N -5.61 0.45 -1.78
C -6.11 1.46 -1.03
C -5.23 2.09 -0.22
S -3.65 1.40 -0.39
H -5.40 2.90 0.45
H -7.16 1.69 -1.13
H -4.04 -1.22 -2.86
H -1.63 -1.62 -3.76
H -2.03 -2.82 -2.52
H 0.06 -2.19 -1.28
C 1.99 1.27 -1.89
H 1.71 1.59 -2.89
C 1.51 2.31 -0.88
O 2.26 3.14 -0.41
N 0.19 2.26 -0.62
H -0.38 1.51 -0.98
C -0.43 3.16 0.34
C -0.81 2.44 1.60
C -0.07 1.76 2.50
C -0.98 1.26 3.47
C -2.20 1.69 3.08
O -2.12 2.40 1.95
H -3.18 1.56 3.50
H -0.74 0.67 4.34
H 1.00 1.62 2.48
H -1.32 3.60 -0.10
H 0.31 3.94 0.55
H 3.08 1.22 -1.82
H -0.04 -0.41 0.54
H 0.74 -1.48 2.61
H 4.02 -2.04 3.53
H 2.37 -2.55 3.88
H 3.45 -3.60 2.96

Output
* orbital gap: 9.000 eV
* SMILES string: Cc1ccc(N(CC(=O)NCc2ccco2)C(=O)CCC(=O)Nc2nccs2)cc1C
* highest occupied orbital energy: -8.4 eV



(two)
C22H24N4O4S | ωB97M-V/def2-TZVPD

Positions of all 55 atoms, in Å:
C -5.74 -0.60 2.35
C -5.07 0.73 2.03
H -4.25 0.94 2.72
H -5.79 1.54 2.05
O -4.45 0.69 0.74
C -5.20 1.01 -0.31
O -6.36 1.33 -0.26
C -4.42 0.95 -1.60
H -3.99 1.94 -1.80
H -5.07 0.66 -2.42
S -3.03 -0.21 -1.53
C -1.93 0.79 -0.64
N -1.98 2.09 -0.53
N -0.94 2.47 0.23
C -0.28 1.41 0.59
N -0.88 0.29 0.06
C -0.49 -1.06 0.18
C -0.71 -1.74 1.37
C -0.32 -3.07 1.48
C 0.28 -3.69 0.40
C 0.51 -3.01 -0.79
C 0.13 -1.68 -0.91
O 0.33 -0.90 -2.00
C 0.77 -1.51 -3.19
H 0.77 -0.73 -3.94
H 0.09 -2.31 -3.50
H 1.78 -1.92 -3.09
H 0.98 -3.53 -1.61
H 0.59 -4.72 0.48
H -0.48 -3.60 2.40
H -1.18 -1.23 2.19
C 0.98 1.36 1.37
N 2.05 0.82 0.56
C 2.59 -0.40 0.78
O 2.30 -1.09 1.73
C 3.64 -0.78 -0.26
C 4.83 0.12 -0.12
C 5.07 1.15 -1.02
C 6.15 1.99 -0.86
C 7.01 1.82 0.22
C 6.78 0.80 1.13
C 5.69 -0.04 0.96
H 5.51 -0.83 1.67
H 7.44 0.67 1.97
H 7.85 2.48 0.35
H 6.33 2.78 -1.57
H 4.41 1.28 -1.87
H 3.21 -0.69 -1.26
H 3.92 -1.82 -0.08
H 2.32 1.34 -0.26
H 1.23 2.37 1.71
H 0.88 0.69 2.23
H -5.03 -1.41 2.27
H -6.56 -0.78 1.66
H -6.14 -0.56 3.36

Output
* orbital gap: 8.848 eV
* SMILES string: CCOC(=O)CSc1nnc(CNC(=O)Cc2ccccc2)n1-c1ccccc1OC
* highest occupied orbital energy: -8.4 eV



Stability check: which of them is least stable? (two).



(one)
C6H15NO2 | ωB97M-V/def2-TZVPD

Positions of all 24 atoms, in Å:
O 1.51 -1.87 -0.44
C 1.80 -1.46 0.65
N 1.29 -0.24 1.03
C 0.39 0.62 0.19
C -1.14 0.50 0.61
C -2.06 0.99 -0.64
C -1.75 1.13 1.92
C 0.80 2.07 0.42
H 2.46 -1.99 1.40
H 1.62 0.33 1.82
H 0.49 0.10 -0.85
H -1.45 -0.56 0.73
H -2.80 0.32 -0.95
H -2.48 2.08 -0.36
H -1.57 1.12 -1.56
H -1.69 2.13 2.04
H -1.20 0.76 2.79
H -2.78 0.77 2.03
H 0.27 2.46 1.28
H 1.74 2.01 0.85
H 0.57 2.66 -0.38
H 0.56 -1.96 -2.86
H -0.96 -2.33 -2.75
O -0.26 -1.80 -3.23

Output
* orbital gap: 10.453 eV
* SMILES string: CC(C)[C@@H](C)NC=O.O
* highest occupied orbital energy: -9.7 eV



(two)
C6H15NO2 | ωB97M-V/def2-TZVPD

Positions of all 24 atoms, in Å:
C 1.42 -2.38 0.32
C 1.83 -1.24 -0.51
C 0.63 -0.68 -1.40
C -0.74 -0.73 -0.73
C -0.87 -0.30 0.68
N -0.53 1.03 1.05
C 0.15 1.94 0.20
O -1.53 -0.95 1.50
H 2.26 -3.03 0.63
H 0.68 -2.97 -0.29
H 0.86 -2.05 1.25
H 2.73 -1.39 -1.14
H 2.11 -0.35 0.26
H 0.65 -1.29 -2.37
H 0.78 0.38 -1.78
H -1.39 -0.11 -1.40
H -1.39 -1.76 -0.76
H -0.79 1.41 1.95
H -0.47 2.53 -0.49
H 1.03 1.60 -0.35
H 0.77 2.75 0.83
H -2.33 3.16 0.95
H -2.74 1.87 0.48
O -3.11 2.54 1.12

Output
* orbital gap: 10.290 eV
* SMILES string: CCCCC(=O)NC.O
* highest occupied orbital energy: -9.8 eV



(three)
C6H15NO2 | ωB97M-V/def2-TZVPD

Positions of all 24 atoms, in Å:
C 0.02 -0.09 1.60
N -0.08 -0.97 0.45
C 1.09 -1.87 0.14
C 2.10 -1.12 -0.75
C 1.68 -0.82 -2.24
O 1.53 0.32 -2.62
C -1.51 0.22 1.91
C -1.80 1.58 1.17
H 0.36 0.94 1.31
H 0.82 -0.45 2.38
H -0.38 -0.46 -0.41
H 1.41 -2.24 1.16
H 0.83 -2.88 -0.33
H 2.12 -0.18 -0.24
H 2.88 -1.74 -0.79
H 1.68 -1.68 -2.92
H -2.17 -0.62 1.48
H -1.77 0.18 2.94
H -2.60 1.48 0.47
H -1.99 2.34 1.93
H -0.86 1.92 0.67
H -0.73 1.64 -1.92
H -1.50 2.67 -2.71
O -1.14 1.83 -2.69

Output
* orbital gap: 9.513 eV
* SMILES string: CCCNCCC=O.O
* highest occupied orbital energy: -8.6 eV



Stability check: which of them is least stable? (three).